Entry 1:
Formula: C41H52CaN2P2SSi2
Source: the Open Molecules 2025 dataset
Level of theory: wB97M-V/def2-TZVPD

Element x y z (Å)
Ca -0.348 0.575 -0.688
C -0.119 -1.503 1.404
C 0.339 -2.795 2.072
P 1.755 -3.466 1.091
C 1.897 -5.167 1.753
C 2.603 -6.112 1.005
C 2.823 -7.387 1.496
C 2.352 -7.740 2.755
C 1.657 -6.810 3.510
C 1.433 -5.532 3.014
C 0.932 -3.793 -0.514
C -0.130 -4.684 -0.663
C -0.672 -4.928 -1.914
C -0.159 -4.283 -3.033
C 0.890 -3.388 -2.897
C 1.432 -3.145 -1.640
P -1.112 -0.222 2.303
C -2.728 -1.046 2.468
C -3.794 -0.519 1.748
C -5.046 -1.119 1.794
C -5.240 -2.252 2.565
C -4.180 -2.796 3.282
C -2.934 -2.197 3.235
C -0.342 -0.242 3.948
C 1.032 0.004 4.004
C 1.692 0.032 5.221
C 0.985 -0.161 6.400
C -0.384 -0.368 6.356
C -1.049 -0.403 5.136
H -0.723 -1.770 0.529
H 0.773 -0.956 1.050
H -0.494 -3.498 2.150
H 0.725 -2.593 3.075
H 2.982 -5.847 0.024
H 3.370 -8.105 0.900
H 2.527 -8.736 3.141
H 1.287 -7.076 4.492
H 0.892 -4.824 3.628
H -0.527 -5.200 0.204
H -1.496 -5.624 -2.017
H -0.572 -4.486 -4.013
H 1.302 -2.892 -3.767
H 2.259 -2.451 -1.532
H -3.649 0.371 1.145
H -5.865 -0.694 1.229
H -6.218 -2.713 2.614
H -4.326 -3.688 3.877
H -2.112 -2.628 3.794
H 1.597 0.178 3.094
H 2.759 0.211 5.246
H 1.500 -0.131 7.352
H -0.944 -0.502 7.272
H -2.121 -0.545 5.118
C -1.915 4.137 -0.022
Si -1.071 3.219 -1.474
C -1.937 3.914 -3.024
C 0.697 4.035 -1.466
C 0.683 5.411 -1.748
C 1.828 6.188 -1.777
C 3.052 5.595 -1.513
C 3.094 4.242 -1.226
C 1.951 3.429 -1.193
Si 2.326 1.575 -0.752
C 3.774 1.099 -1.895
C 3.136 1.695 0.980
H -1.780 5.221 -0.091
H -1.497 3.818 0.937
H -2.989 3.928 0.007
H -1.972 5.007 -3.043
H -2.967 3.550 -3.075
H -1.425 3.587 -3.934
H -0.265 5.899 -1.948
H 1.764 7.247 -2.002
H 3.964 6.181 -1.527
H 4.062 3.799 -1.014
H 4.593 1.822 -1.858
H 3.447 1.022 -2.934
H 4.178 0.125 -1.603
H 3.987 2.383 0.997
H 3.493 0.712 1.306
H 2.416 2.055 1.722
C -3.142 -4.267 -5.292
C -4.172 -3.545 -4.435
N -3.654 -3.130 -3.142
C -3.054 -1.964 -2.835
S -2.522 -1.756 -1.236
N -2.929 -1.057 -3.810
C -2.320 0.263 -3.686
C -0.959 0.334 -4.353
H -3.581 -4.582 -6.239
H -2.768 -5.153 -4.779
H -2.291 -3.618 -5.510
H -5.033 -4.186 -4.244
H -4.572 -2.676 -4.962
H -3.692 -3.778 -2.373
H -3.172 -1.344 -4.745
H -2.248 0.481 -2.624
H -3.009 0.996 -4.107
H -0.269 -0.380 -3.895
H -0.542 1.336 -4.245
H -1.021 0.110 -5.419

orbital gap	5.916	eV
relative energy (zero: lowest compared OMol25 entry of this formula, charge and spin)	112.89	kJ/mol

***

Entry 2:
Formula: C9H31Ag3O13PV
Source: the Open Molecules 2025 dataset
Level of theory: wB97M-V/def2-TZVPD

Element x y z (Å)
O -0.606 2.296 -2.962
V -0.477 2.156 -1.366
O -1.877 2.494 -0.782
Ag 3.400 -0.950 -1.974
Ag 2.329 1.974 0.853
Ag -0.785 -2.181 -1.440
P 0.669 -0.128 -0.370
O 0.159 1.119 0.433
O 2.145 0.166 -0.657
O -0.280 -0.051 -1.580
O 0.397 -1.519 0.260
C 1.652 5.414 -2.033
C 1.317 4.659 -0.696
C -0.024 5.127 -0.150
O 1.355 3.320 -0.960
H 1.564 6.475 -1.810
H 0.884 5.175 -2.771
H 2.624 5.126 -2.417
H 2.068 4.970 0.050
H -0.190 4.884 0.896
H -0.847 4.823 -0.807
H -0.046 6.216 -0.243
C -1.514 -1.052 -4.340
O -2.209 -1.736 -3.253
H -0.635 -0.529 -3.975
H -1.137 -1.802 -5.044
H -2.179 -0.403 -4.900
H -3.145 -1.657 -3.464
C -4.155 -1.838 -0.635
O -2.821 -1.268 -0.416
H -3.978 -2.761 -1.181
H -4.552 -2.148 0.335
H -4.884 -1.187 -1.107
H -2.971 -0.356 -0.140
C -1.873 -0.243 2.729
O -1.963 0.872 1.959
H -1.313 0.027 3.678
H -2.886 -0.479 3.072
H -1.306 -1.079 2.301
H -1.095 1.023 1.406
C 1.398 -2.769 3.232
O 2.171 -2.521 2.054
H 0.751 -1.910 3.462
H 0.801 -3.678 3.135
H 2.084 -2.885 4.066
H 1.550 -2.267 1.352
C -0.349 -5.186 -0.151
O -1.225 -4.020 -0.228
H 0.652 -4.851 0.135
H -0.734 -5.940 0.529
H -0.244 -5.642 -1.133
H -1.543 -3.817 0.658
C 4.311 0.255 2.849
O 3.026 0.181 2.163
H 4.187 0.073 3.914
H 4.972 -0.511 2.445
H 4.732 1.235 2.655
H 2.645 -0.695 2.360

multiplicity	4
total charge	+3
orbital gap (spin up / spin down)	8.642 / 4.706	eV

***

Entry 3:
Formula: C3H7N4
Source: the Open Molecules 2025 dataset
Level of theory: wB97M-V/def2-TZVPD

Element x y z (Å)
C -0.985 -1.212 -0.328
C -1.570 0.904 0.192
C 0.199 -1.053 0.582
N -1.801 -0.290 -0.386
N -0.349 1.318 0.423
N 1.423 0.554 -0.939
N 0.599 0.413 0.202
H -1.134 -2.210 -0.955
H -2.440 1.450 0.518
H -0.017 -0.939 1.708
H 1.183 -1.674 0.296
H 1.082 1.110 -1.697
H 2.367 0.847 -0.753
H 1.442 0.782 1.136

total charge	+1
orbital gap	9.326	eV
relative energy (zero: lowest compared OMol25 entry of this formula, charge and spin)	526.70	kJ/mol

***

Entry 4:
Formula: C6H10N2O2
Source: the Open Molecules 2025 dataset
Level of theory: wB97M-V/def2-TZVPD

Element x y z (Å)
C -0.141 1.521 0.412
C -0.376 0.311 -0.475
C 0.085 -1.007 0.165
C 1.501 -1.023 0.576
N 2.622 -0.608 0.630
C -1.803 0.200 -1.096
C -1.096 0.336 -2.443
O -1.447 0.344 -3.605
N 0.117 0.489 -1.853
H -0.560 2.428 -0.041
H -0.615 1.365 1.390
H 0.933 1.698 0.564
H -0.542 -1.215 1.045
H -0.079 -1.850 -0.523
H -2.327 -0.752 -0.950
H -2.476 1.030 -0.850
H 1.064 0.464 -2.213
O 1.727 -1.404 3.237
H 0.771 -1.438 3.359
H 2.642 -0.889 2.671

SMILES	C[C@@]1(CC#N)CC(=O)N1.O
orbital gap	10.503	eV
relative energy (zero: lowest compared OMol25 entry of this formula, charge and spin)	296.90	kJ/mol

***

Entry 5:
Formula: F2HPS2
Source: the Open Molecules 2025 dataset
Level of theory: wB97M-V/def2-TZVPD

Element x y z (Å)
F -2.382 0.546 1.539
P -2.418 0.210 -0.037
F -2.975 1.654 -0.397
S -3.625 -1.256 -0.399
S -0.034 0.967 -0.670
H -0.740 1.170 -1.817

SMILES	FP(F)(=S)S
orbital gap	7.999	eV
relative energy (zero: lowest compared OMol25 entry of this formula, charge and spin)	107.61	kJ/mol

***

Entry 6:
Formula: C34H26BrCoN8O5
Source: the Open Molecules 2025 dataset
Level of theory: wB97M-V/def2-TZVPD

Element x y z (Å)
Co 0.013 -0.192 0.745
Br 1.596 -6.559 -8.517
C 1.883 -4.845 -7.770
C 1.778 -3.721 -8.581
C 1.991 -2.474 -8.031
C 2.301 -2.334 -6.669
C 2.407 -3.484 -5.871
C 2.198 -4.733 -6.423
N 2.465 -1.047 -6.200
N 2.788 -0.929 -4.928
C 1.858 -0.686 -4.011
C 0.469 -0.617 -4.279
C -0.467 -0.412 -3.284
C -0.090 -0.260 -1.945
O -0.917 -0.058 -0.971
C 1.319 -0.326 -1.652
N 1.657 -0.207 -0.340
C 2.921 -0.231 0.023
C 3.952 -0.380 -0.912
C 3.633 -0.524 -2.241
C 2.290 -0.508 -2.642
H 1.535 -3.827 -9.628
H 1.919 -1.580 -8.636
H 2.656 -3.389 -4.823
H 2.279 -5.623 -5.813
H 0.150 -0.733 -5.306
H -1.522 -0.374 -3.518
H 3.121 -0.152 1.084
H 4.979 -0.385 -0.575
H 4.399 -0.655 -2.993
C 0.992 0.796 3.885
O 0.864 1.782 2.846
C 0.495 1.442 1.621
O 0.279 2.274 0.780
H 1.132 1.375 4.793
H 1.837 0.143 3.700
H 0.084 0.201 3.956
N -6.303 -1.213 3.662
C -7.612 -0.865 3.932
C -8.667 -1.559 4.517
C -9.862 -0.879 4.630
C -10.004 0.445 4.176
C -8.954 1.121 3.594
C -7.737 0.449 3.470
N -6.540 0.882 2.924
C -5.727 -0.127 3.055
C -4.331 -0.124 2.597
C -3.922 0.828 1.671
C -2.615 0.815 1.230
N -1.726 -0.082 1.673
C -2.106 -0.994 2.569
C -3.396 -1.045 3.057
H -5.887 -2.118 3.786
H -8.563 -2.577 4.867
H -10.712 -1.375 5.079
H -10.962 0.935 4.286
H -9.057 2.138 3.240
H -4.622 1.560 1.298
H -2.250 1.516 0.492
H -1.344 -1.686 2.899
H -3.642 -1.793 3.798
C -0.400 -5.742 -0.818
N 0.036 -4.633 0.019
C 0.914 -4.859 1.031
C 1.356 -3.880 1.842
C 0.852 -2.558 1.578
O 1.160 -1.536 2.251
N -0.005 -2.345 0.569
C -0.477 -3.340 -0.241
O -1.280 -3.173 -1.137
H 0.454 -6.191 -1.326
H -1.091 -5.349 -1.556
H -0.902 -6.500 -0.216
H 1.236 -5.888 1.139
H 2.054 -4.061 2.643

multiplicity	5
orbital gap (spin up / spin down)	5.851 / 7.299	eV

***

Entry 7:
Formula: C7H41NO13
Source: the Open Molecules 2025 dataset
Level of theory: wB97M-V/def2-TZVPD

Element x y z (Å)
C -1.201 -0.718 -1.450
C -1.953 -1.955 -0.963
C -1.294 0.459 -0.462
N -0.074 0.521 0.388
C -0.232 1.443 1.541
C 0.618 2.707 1.319
C 1.294 2.497 -0.036
C 1.098 1.026 -0.387
H -1.595 -0.380 -2.463
H -0.133 -0.981 -1.628
H -1.510 -2.473 -0.124
H -1.987 -2.764 -1.728
H -2.991 -1.725 -0.697
H -2.209 0.366 0.181
H -1.492 1.428 -0.984
H 0.151 0.969 2.445
H -1.315 1.640 1.771
H 1.409 2.870 2.115
H -0.009 3.617 1.331
H 2.417 2.732 0.007
H 0.845 3.115 -0.829
H 0.957 0.883 -1.458
H 1.967 0.375 -0.051
H 1.644 -2.575 0.555
H 3.061 -2.210 0.702
O 2.458 -2.707 0.094
H -1.905 -3.673 2.844
H -2.464 -2.386 2.168
O -1.882 -3.146 2.046
H 2.814 -0.232 -2.825
H 3.475 1.257 -2.459
O 3.022 0.706 -3.123
H -0.383 -2.034 -3.763
H 1.083 -1.624 -3.465
O 0.339 -1.447 -4.011
H 1.948 -1.197 2.122
H 2.838 -0.001 1.745
O 2.908 -0.943 2.080
H -1.990 3.019 0.225
H -1.820 3.505 -1.226
O -2.373 3.539 -0.426
H 1.042 -0.883 4.521
H 0.250 -1.395 3.230
O 0.165 -1.050 4.135
H 0.159 -1.123 1.058
H -0.386 -2.462 1.746
O 0.425 -1.869 1.621
H -3.673 -0.595 1.631
H -2.997 -0.415 2.921
O -3.512 -1.047 2.407
H -1.158 0.017 3.940
H -2.295 0.852 4.690
O -1.919 0.604 3.810
H 0.267 0.269 -4.005
H 1.459 1.138 -3.744
O 0.493 1.222 -3.899
H -0.792 3.818 -3.167
H -0.292 2.459 -2.966
O -0.696 3.160 -2.486
H 2.385 -2.085 -1.451
H 3.096 -2.321 -2.729
O 2.443 -1.799 -2.384

multiplicity	2
total charge	+1
orbital gap (spin up / spin down)	10.970 / 5.685	eV
relative energy (zero: lowest compared OMol25 entry of this formula, charge and spin)	0.00	kJ/mol

***

Entry 8:
Formula: C4H6ClN3O2
Source: the Open Molecules 2025 dataset
Level of theory: wB97M-V/def2-TZVPD

Element x y z (Å)
C -0.874 0.225 0.305
C -1.944 0.763 1.150
C 3.320 -0.479 -1.654
C 2.569 -0.016 -0.672
N -2.950 -0.110 1.064
N -1.146 -0.856 -0.200
N -2.098 1.913 1.863
O -0.613 -1.840 -0.951
O -2.840 -1.165 0.416
Cl 2.340 1.611 -0.213
H -1.304 -2.348 -1.373
H 3.960 0.034 -2.420
H 3.430 -1.553 -1.757
H 2.229 -0.666 0.071
H -2.707 1.849 2.587
H -1.371 2.637 1.781

orbital gap	8.715	eV
relative energy (zero: lowest compared OMol25 entry of this formula, charge and spin)	379.82	kJ/mol

***

Entry 9:
Formula: C15H21ClN2O2
Source: the Open Molecules 2025 dataset
Level of theory: wB97M-V/def2-TZVPD

Element x y z (Å)
C 2.313 -4.096 -0.058
C 2.148 -2.724 0.582
C 2.154 -2.828 2.079
O 0.987 -2.078 0.046
C 0.953 -0.642 0.229
C -0.357 -0.054 0.873
C -0.358 1.498 0.611
O 0.035 2.226 1.540
C -0.562 2.200 -0.674
C -0.826 1.528 -1.885
C -0.844 2.285 -3.083
C -0.780 3.689 -3.072
N -0.790 4.421 -4.250
C -0.593 4.339 -1.848
Cl -0.475 6.100 -1.747
C -0.455 3.603 -0.717
C -1.623 -0.738 0.375
C -2.178 -1.611 1.550
C -1.616 -0.906 2.757
N -0.345 -0.400 2.310
H 2.435 -4.086 -1.142
H 1.416 -4.709 0.167
H 3.167 -4.595 0.362
H 3.044 -2.124 0.281
H 2.217 -1.846 2.560
H 2.983 -3.434 2.463
H 1.222 -3.244 2.421
H 1.799 -0.314 0.860
H 1.112 -0.198 -0.756
H -0.918 0.446 -1.965
H -0.995 1.757 -4.026
H -0.796 3.962 -5.169
H -0.541 5.392 -4.158
H -0.266 4.119 0.208
H -2.423 0.007 0.199
H -1.437 -1.374 -0.464
H -1.754 -2.596 1.439
H -3.262 -1.709 1.557
H -1.516 -1.582 3.611
H -2.252 -0.057 3.065
H -0.023 0.372 2.868

SMILES	CC(C)OC[C@@]1(C(=O)c2ccc(N)c(Cl)c2)CCCN1
orbital gap	8.707	eV
relative energy (zero: lowest compared OMol25 entry of this formula, charge and spin)	76.32	kJ/mol

***

Entry 10:
Formula: C28H45N5O5SSeSiTi
Source: the Open Molecules 2025 dataset
Level of theory: wB97M-V/def2-TZVPD

Element x y z (Å)
Ti 10.850 -16.056 6.327
C 13.324 -16.604 9.742
N 12.426 -17.778 9.869
C 12.952 -18.844 10.777
C 11.946 -20.011 10.939
C 11.541 -20.371 9.513
N 11.025 -19.292 8.760
C 10.112 -19.584 7.684
C 11.570 -18.065 8.866
O 11.299 -17.152 8.007
H 14.184 -16.854 9.117
H 13.678 -16.314 10.761
H 12.772 -15.767 9.322
H 13.199 -18.331 11.720
H 13.867 -19.229 10.348
H 11.073 -19.684 11.535
H 12.381 -20.857 11.438
H 10.745 -21.101 9.619
H 12.427 -20.754 9.031
H 10.594 -20.215 6.914
H 9.707 -18.645 7.289
H 9.268 -20.159 8.097
C 9.714 -9.671 2.740
C 10.171 -10.681 3.771
C 10.478 -10.282 5.053
C 10.833 -11.158 6.022
C 11.163 -10.676 7.422
C 10.928 -12.509 5.665
Se 11.452 -13.758 7.001
C 10.640 -12.963 4.375
C 10.730 -14.433 4.038
C 10.243 -12.012 3.427
H 9.532 -10.095 1.777
H 10.468 -8.889 2.574
H 8.814 -9.142 3.042
H 10.569 -9.211 5.254
H 10.951 -9.589 7.529
H 12.224 -10.820 7.656
H 10.671 -11.270 8.215
H 10.033 -14.939 4.694
H 11.755 -14.824 4.164
H 10.394 -14.571 3.007
H 10.048 -12.378 2.442
C 15.101 -23.530 6.209
C 13.701 -23.350 5.636
S 13.232 -21.667 5.327
O 13.165 -20.924 6.562
O 12.038 -21.746 4.549
C 14.545 -21.027 4.250
C 14.008 -19.813 3.515
N 13.735 -18.623 4.340
C 12.538 -18.053 4.511
N 12.548 -16.999 5.300
C 13.857 -16.865 5.723
C 14.598 -17.857 5.171
N 16.015 -18.073 5.398
O 16.608 -18.982 4.795
O 16.535 -17.303 6.140
C 11.291 -18.475 3.772
H 15.252 -24.543 6.450
H 15.183 -22.803 7.015
H 15.847 -23.209 5.441
H 12.961 -23.608 6.404
H 13.577 -23.886 4.706
H 14.750 -21.820 3.500
H 15.486 -20.804 4.751
H 13.087 -20.024 2.926
H 14.748 -19.544 2.718
H 14.135 -16.109 6.442
H 11.362 -18.331 2.727
H 10.514 -17.847 4.113
H 11.061 -19.527 3.956
C 8.727 -14.376 9.796
Si 7.618 -14.371 8.226
C 7.774 -12.703 7.362
C 5.870 -14.764 8.631
C 8.393 -15.635 6.990
C 8.915 -16.401 6.178
H 8.090 -14.279 10.696
H 9.396 -13.486 9.772
H 9.314 -15.254 9.918
H 7.077 -11.995 7.868
H 7.382 -12.809 6.327
H 8.800 -12.360 7.410
H 5.448 -13.830 9.063
H 5.838 -15.597 9.409
H 5.198 -15.023 7.816

multiplicity	2
total charge	+1
orbital gap (spin up / spin down)	6.558 / 6.629	eV
relative energy (zero: lowest compared OMol25 entry of this formula, charge and spin)	0.00	kJ/mol

***

Entry 11:
Formula: CH6N2P
Source: the Open Molecules 2025 dataset
Level of theory: wB97M-V/def2-TZVPD

Element x y z (Å)
N -1.932 0.375 0.333
P -0.490 -0.131 -0.396
C 1.147 0.695 -0.422
N 1.922 -0.044 0.276
H -2.706 0.599 -0.282
H -1.751 0.884 1.170
H -0.109 -1.355 0.073
H -0.694 -0.173 -1.823
H 2.855 0.256 0.495
H 1.759 -1.106 0.577

total charge	+1
SMILES	N[PH2]=C=[NH2+]
orbital gap	8.788	eV
relative energy (zero: lowest compared OMol25 entry of this formula, charge and spin)	251.84	kJ/mol

***

Sequential energy output: -109948.7180 -83396.5117 -9173.0575 -13456.8642 -36411.7394 -165507.7294 -36024.8772 -25325.4514 -35493.1049 -154621.9365 -13393.5249 eV